No. 1
Entry from the Open Molecules 2025 dataset: 2 unconnected molecules or ions with the total composition C3H8N at a distorted geometry (ωB97M-V/def2-TZVPD).

Atoms and positions in Å:
C: 1.066 0.698 0.159
C: -0.141 0.036 -0.248
C: -1.462 0.025 0.270
N: 1.051 -0.784 0.133
H: 1.722 1.146 -0.543
H: 1.204 1.133 1.163
H: -0.687 0.183 -2.544
H: -1.982 -0.882 -0.124
H: -1.831 1.037 -0.062
H: -1.771 0.109 1.298
H: 1.789 -1.284 -0.468
H: 1.042 -1.418 0.966

Atoms 1-6, force components in eV/Å:
C 0.325 0.683 1.693
C 1.596 0.186 -1.023
C -2.392 0.053 -0.829
N 1.820 -3.015 -0.119
H 0.507 0.140 -0.782
H -0.449 -0.207 -0.428

Its calculated total energy is -4717.8008 eV. For the energy above the lowest of the compared OMol25 structures with the same formula, charge and spin, the calculation gives 129.7 kcal per mole. Its charge is +1. The calculation puts the HOMO-LUMO gap (alpha / beta) at 9.41 / 9.95 eV. For the LUMO energy (alpha / beta), the calculation gives -5.615 / -4.545 eV.

Charges obtained by Mulliken population analysis, quoted in units of e: number 1, C, carries -0.34; number 2, C, carries 0.17; number 3, C, carries -0.90; number 4, N, carries -0.28; number 5, H, carries 0.27; number 6, H, carries 0.27; number 7, H, carries 0.13; number 8, H, carries 0.31; number 9, H, carries 0.30; number 10, H, carries 0.42; number 11, H, carries 0.33; number 12, H, carries 0.33



No. 2
Entry from the Open Molecules 2025 dataset: 11 unconnected molecules or ions with the total composition C35H100N8O11 at a distorted geometry (ωB97M-V/def2-TZVPD).

Atoms and positions in Å:
C: -2.290 -3.578 0.833
C: -3.644 -2.857 0.448
C: -4.922 -3.593 1.025
O: -6.074 -3.341 0.277
C: -7.021 -2.479 0.896
N: -3.523 -1.529 0.974
H: -2.119 -3.546 1.909
H: -1.538 -2.985 0.311
H: -2.208 -4.599 0.459
H: -3.575 -2.815 -0.639
H: -4.979 -3.447 2.103
H: -4.811 -4.677 1.055
H: -7.953 -2.594 0.342
H: -6.718 -1.444 1.052
H: -7.373 -2.881 1.847
H: -2.774 -1.109 0.444
H: -4.327 -1.035 0.614
C: -1.448 3.565 7.781
C: -0.706 2.774 6.655
C: -1.614 2.523 5.410
O: -1.054 1.630 4.419
C: -1.581 1.694 3.107
N: 0.417 3.692 6.393
H: -1.658 4.606 7.534
H: -0.890 3.432 8.707
H: -2.448 3.142 7.878
H: -0.368 1.855 7.134
H: -1.725 3.526 4.997
H: -2.615 2.174 5.660
H: -2.659 1.654 3.267
H: -1.137 0.922 2.479
H: -1.296 2.670 2.714
H: 0.908 3.960 7.234
H: 0.940 3.385 5.586
C: 4.225 -1.689 1.032
C: 2.793 -1.988 1.504
C: 2.730 -3.082 2.601
O: 1.464 -3.621 2.775
C: 1.337 -4.999 3.216
N: 2.072 -0.742 1.839
H: 4.595 -2.457 0.353
H: 4.932 -1.450 1.828
H: 4.076 -0.777 0.454
H: 2.315 -2.463 0.647
H: 3.184 -2.808 3.553
H: 3.216 -3.919 2.099
H: 1.977 -5.696 2.675
H: 0.317 -5.375 3.296
H: 1.811 -4.944 4.196
H: 2.650 -0.351 2.570
H: 1.306 -1.152 2.355
C: 1.359 -0.772 -4.089
C: 2.815 -1.130 -3.903
C: 3.798 0.038 -4.152
O: 3.635 0.416 -5.520
C: 4.638 1.335 -5.929
N: 2.893 -1.733 -2.582
H: 1.081 0.079 -3.468
H: 0.682 -1.621 -3.990
H: 1.159 -0.514 -5.129
H: 2.985 -1.938 -4.614
H: 4.827 -0.262 -3.954
H: 3.535 0.847 -3.471
H: 4.848 2.186 -5.281
H: 4.222 1.820 -6.812
H: 5.497 0.728 -6.214
H: 2.293 -2.542 -2.504
H: 2.401 -1.172 -1.902
C: 1.265 -5.819 -0.871
C: 0.890 -4.726 -1.899
C: -0.489 -5.010 -2.592
O: -0.693 -6.263 -3.207
C: -1.794 -6.371 -4.154
N: 0.863 -3.486 -1.209
H: 1.336 -6.828 -1.277
H: 0.670 -5.825 0.043
H: 2.311 -5.632 -0.629
H: 1.637 -4.670 -2.691
H: -0.808 -4.227 -3.280
H: -1.155 -4.877 -1.740
H: -1.729 -5.900 -5.135
H: -2.688 -5.909 -3.734
H: -2.019 -7.433 -4.254
H: 1.612 -3.426 -0.534
H: 0.020 -3.432 -0.655
C: 2.212 3.496 -2.706
C: 3.746 3.807 -2.699
C: 4.042 5.160 -3.373
O: 5.415 5.381 -3.350
C: 5.955 6.353 -4.264
N: 4.105 3.785 -1.255
H: 1.687 4.308 -2.203
H: 1.933 2.546 -2.249
H: 1.794 3.480 -3.712
H: 4.254 3.042 -3.285
H: 3.647 5.990 -2.788
H: 3.600 5.063 -4.365
H: 7.010 6.528 -4.056
H: 5.368 7.266 -4.170
H: 5.892 6.040 -5.306
H: 3.621 4.578 -0.859
H: 3.731 2.967 -0.796
C: 0.552 3.055 0.638
C: 1.979 3.043 1.289
C: 1.932 2.948 2.827
O: 1.458 4.049 3.603
C: 2.407 5.109 3.620
N: 2.708 1.900 0.736
H: 0.660 3.129 -0.444
H: -0.087 3.873 0.972
H: -0.028 2.160 0.864
H: 2.557 3.957 1.154
H: 2.951 2.727 3.148
H: 1.327 2.068 3.047
H: 2.374 5.626 2.661
H: 3.480 4.977 3.761
H: 2.006 5.764 4.393
H: 2.276 1.030 1.015
H: 3.624 1.785 1.147
C: -3.837 2.377 -0.050
C: -5.233 2.498 -0.662
C: -5.848 1.124 -0.917
O: -5.046 0.381 -1.827
C: -5.241 -0.998 -1.983
N: -5.887 3.336 0.341
H: -3.208 1.947 -0.829
H: -3.766 1.681 0.786
H: -3.475 3.385 0.151
H: -5.107 3.150 -1.526
H: -6.871 1.155 -1.292
H: -6.061 0.604 0.018
H: -6.143 -1.046 -2.593
H: -5.467 -1.580 -1.090
H: -4.501 -1.514 -2.595
H: -6.776 3.638 -0.031
H: -5.320 4.172 0.326
C: -2.476 -1.957 -5.105
O: -2.577 -0.632 -4.680
H: -3.089 -2.172 -5.980
H: -1.484 -2.268 -5.432
H: -2.708 -2.669 -4.313
H: -2.047 -0.552 -3.883
C: 0.120 -1.364 4.590
O: 1.012 -0.292 4.422
H: 0.584 -2.285 4.945
H: -0.660 -1.048 5.284
H: -0.309 -1.653 3.631
H: 0.484 0.495 4.573
C: -0.314 -0.253 -0.968
O: -0.557 -0.732 0.343
H: 0.664 0.225 -1.024
H: -0.280 -1.129 -1.617
H: -1.043 0.359 -1.499
H: 0.166 -0.486 0.925

Atoms 1-6, force components in eV/Å:
C -1.083 0.411 -0.428
C 0.954 -2.449 1.097
C 1.883 -0.494 -0.429
O -0.702 0.945 0.358
C -0.925 -1.096 0.186
N -0.524 0.913 -0.084

Its calculated total energy is -72342.7388 eV. Its expectation value of S² is 0.7547. For the energy above the lowest of the compared OMol25 structures with the same formula, charge and spin, the calculation gives 46.9 kcal per mole. Its spin multiplicity is 2. Its charge is +1. The calculation puts the HOMO-LUMO gap (alpha / beta) at 8.14 / 2.72 eV. For the LUMO energy (alpha / beta), the calculation gives -2.393 / -7.812 eV.

Atom charges from the Mulliken analysis, given in e for atoms 1 to 99: number 1, C, carries -0.51; number 2, C, carries 1.43; number 3, C, carries -1.39; number 4, O, carries -0.38; number 5, C, carries -0.74; number 6, N, carries -0.54; number 7, H, carries 0.47; number 8, H, carries -1.01; number 9, H, carries 0.56; number 10, H, carries -0.11; number 11, H, carries 0.39; number 12, H, carries 0.48; number 13, H, carries 0.27; number 14, H, carries 0.28; number 15, H, carries 0.41; number 16, H, carries 0.00; number 17, H, carries 0.05; number 18, C, carries -1.63; number 19, C, carries 0.59; number 20, C, carries -1.05; number 21, O, carries 0.04; number 22, C, carries -0.86; number 23, N, carries -0.47; number 24, H, carries 0.36; number 25, H, carries 0.44; number 26, H, carries 0.38; number 27, H, carries 0.21; number 28, H, carries 0.41; number 29, H, carries 0.42; number 30, H, carries 0.56; number 31, H, carries 0.00; number 32, H, carries 0.38; number 33, H, carries 0.21; number 34, H, carries 0.13; number 35, C, carries -1.49; number 36, C, carries 1.08; number 37, C, carries -1.07; number 38, O, carries 0.19; number 39, C, carries -1.06; number 40, N, carries 0.16; number 41, H, carries 0.38; number 42, H, carries 0.39; number 43, H, carries 0.20; number 44, H, carries -0.85; number 45, H, carries 0.25; number 46, H, carries 0.62; number 47, H, carries 0.37; number 48, H, carries 0.25; number 49, H, carries 0.38; number 50, H, carries 0.36; number 51, H, carries -0.61; number 52, C, carries -0.77; number 53, C, carries 0.15; number 54, C, carries 0.02; number 55, O, carries -0.30; number 56, C, carries -0.75; number 57, N, carries -0.57; number 58, H, carries -0.06; number 59, H, carries 0.06; number 60, H, carries 0.52; number 61, H, carries 0.53; number 62, H, carries 0.52; number 63, H, carries -0.61; number 64, H, carries 0.27; number 65, H, carries 0.26; number 66, H, carries 0.32; number 67, H, carries 0.40; number 68, H, carries -0.12; number 69, C, carries -1.51; number 70, C, carries 0.63; number 71, C, carries -0.35; number 72, O, carries -0.43; number 73, C, carries -0.72; number 74, N, carries 0.73; number 75, H, carries 0.50; number 76, H, carries 0.17; number 77, H, carries 0.42; number 78, H, carries 0.26; number 79, H, carries 0.35; number 80, H, carries 0.11; number 81, H, carries 0.29; number 82, H, carries 0.29; number 83, H, carries 0.29; number 84, H, carries 0.22; number 85, H, carries -0.79; number 86, C, carries -1.07; number 87, C, carries 0.51; number 88, C, carries -0.91; number 89, O, carries -0.33; number 90, C, carries -0.76; number 91, N, carries 0.00; number 92, H, carries 0.55; number 93, H, carries -0.04; number 94, H, carries 0.62; number 95, H, carries 0.08; number 96, H, carries 0.50; number 97, H, carries 0.42; number 98, H, carries 0.25; number 99, H, carries 0.33



No. 3
Entry from the Open Molecules 2025 dataset: 2 unconnected molecules or ions with the total composition C6H9N2O2 at a distorted geometry (ωB97M-V/def2-TZVPD).

Atoms and positions in Å:
C: 0.743 -0.211 -1.079
C: -0.579 -0.392 -1.732
C: -2.393 -1.348 -2.521
C: -1.348 0.699 -2.169
N: -1.294 -1.612 -1.856
N: -2.519 0.116 -2.733
H: -3.152 -1.930 -3.007
H: 1.472 -0.339 -1.958
H: 1.012 -0.983 -0.439
H: -3.268 0.631 -3.041
H: -1.210 1.751 -1.772
H: 0.843 0.675 -0.533
C: 0.459 0.290 2.337
C: 1.842 0.663 2.925
O: 2.864 0.213 2.231
O: 1.916 1.238 3.980
H: -0.018 1.267 2.182
H: -0.189 -0.173 2.994
H: 0.627 -0.236 1.457

Atoms 1-6, force components in eV/Å:
C 0.611 -1.433 -3.494
C -2.407 1.042 0.668
C 0.585 4.559 0.103
C -0.437 -1.940 0.724
N 0.360 1.018 -1.510
N 3.791 -2.995 2.113

Its calculated total energy is -13443.1788 eV. For the energy above the lowest of the compared OMol25 structures with the same formula, charge and spin, the calculation gives 59.6 kcal per mole. Its charge is -1. The calculation puts the HOMO-LUMO gap at 6.37 eV. For the LUMO energy, the calculation gives 2.829 eV.

Charges obtained by Mulliken population analysis, quoted in units of e: number 1, C, carries -1.39; number 2, C, carries 0.82; number 3, C, carries -0.17; number 4, C, carries -0.36; number 5, N, carries -0.60; number 6, N, carries -0.10; number 7, H, carries 0.38; number 8, H, carries 0.30; number 9, H, carries 0.37; number 10, H, carries 0.14; number 11, H, carries 0.28; number 12, H, carries 0.35; number 13, C, carries -0.53; number 14, C, carries 0.52; number 15, O, carries -0.77; number 16, O, carries -0.69; number 17, H, carries 0.16; number 18, H, carries 0.41; number 19, H, carries -0.12



Among the records above, which one has the lowest charge?
C6H9N2O2